1.
This record from the OMol25 dataset describes a molecular structure, C75H83FGe2MoN5O5S4. The level of theory is the ωB97M-V functional and the def2-TZVPD basis.

HOMO in eV: -13.524
Relative energy (zero: lowest compared OMol25 entry of this formula, charge and spin) in kcal/mol: 0.0
Charge: +3

The geometry in XYZ format:
```
176
C75H83FGe2MoN5O5S4 the ωB97M-V functional and the def2-TZVPD basis
Mo -0.060 0.013 0.674
F -3.728 -5.690 -0.750
C -2.420 -5.510 -1.009
C -1.880 -4.291 -0.736
C -0.521 -4.036 -0.962
C 0.061 -2.755 -0.654
O -0.646 -1.853 -0.093
C 1.420 -2.596 -1.019
C 2.128 -3.642 -1.551
N 1.605 -4.850 -1.778
C 2.462 -5.919 -2.262
C 3.520 -5.615 -3.276
C 2.317 -6.407 -3.676
C 0.259 -5.070 -1.514
C -0.323 -6.310 -1.797
C -1.662 -6.583 -1.532
N -2.199 -7.835 -1.806
C -1.413 -9.052 -1.687
C -1.564 -9.887 -2.963
N -2.970 -9.746 -3.479
C -3.933 -9.479 -2.368
C -3.641 -8.095 -1.781
C 2.113 -1.279 -0.946
O 3.044 -0.996 -1.656
O 1.630 -0.453 -0.033
H -2.510 -3.513 -0.325
H 3.169 -3.499 -1.802
H 2.687 -6.642 -1.487
H 4.468 -6.121 -3.167
H 3.604 -4.609 -3.662
H 2.434 -7.465 -3.871
H 1.586 -5.915 -4.304
H 0.288 -7.057 -2.275
H -1.748 -9.624 -0.816
H -0.364 -8.828 -1.526
H -1.363 -10.936 -2.747
H -0.878 -9.553 -3.739
H -3.236 -10.581 -4.004
H -3.012 -8.958 -4.128
H -3.828 -10.275 -1.634
H -4.950 -9.508 -2.753
H -4.061 -8.060 -0.772
H -4.147 -7.334 -2.375
C 5.298 1.918 1.172
C 4.611 1.135 2.257
C 4.414 1.698 3.516
C 3.884 0.962 4.568
C 3.744 1.567 5.938
C 3.533 -0.380 4.343
C 3.748 -0.972 3.094
C 3.545 -2.452 2.899
C 4.259 -0.195 2.059
C 3.014 -1.198 5.475
C 3.891 -1.896 6.298
C 3.416 -2.637 7.369
C 2.056 -2.708 7.627
C 1.149 -2.026 6.823
C 1.651 -1.271 5.766
Ge 0.365 -0.233 4.677
S 0.383 -1.166 2.530
S -1.836 0.085 5.057
Ge -1.481 2.000 3.912
S -1.635 1.298 1.643
S 0.782 1.928 4.149
C -2.354 3.706 4.451
C -1.771 4.978 4.327
C -2.442 6.041 4.928
C -3.647 5.855 5.586
C -4.220 4.600 5.656
C -3.574 3.507 5.092
C -4.171 2.147 5.126
C -4.813 1.642 3.988
C -4.923 2.443 2.713
C -5.394 0.379 4.052
C -5.358 -0.382 5.211
C -6.003 -1.737 5.273
C -4.721 0.144 6.332
C -4.126 1.394 6.312
C -3.447 1.937 7.540
C -0.552 5.292 3.536
C 0.676 5.514 4.170
C 0.807 5.354 5.658
C 1.765 5.927 3.408
C 1.654 6.159 2.045
C 2.795 6.725 1.248
C 0.427 5.905 1.424
C -0.686 5.494 2.152
C -2.032 5.366 1.487
C -0.313 -2.118 7.082
C -0.959 -1.170 7.887
C -0.227 0.016 8.458
C -2.307 -1.349 8.177
C -3.022 -2.436 7.693
C -4.452 -2.654 8.098
C -2.371 -3.343 6.862
C -1.027 -3.203 6.551
C -0.336 -4.205 5.663
H 5.014 2.968 1.200
H 5.086 1.513 0.183
H 6.378 1.866 1.323
H 4.721 2.724 3.687
H 4.066 2.607 5.941
H 4.353 1.020 6.659
H 2.710 1.524 6.286
H 2.644 -2.808 3.397
H 4.390 -2.998 3.327
H 3.484 -2.697 1.838
H 4.451 -0.651 1.094
H 4.953 -1.852 6.087
H 4.112 -3.165 8.008
H 1.680 -3.293 8.457
H -2.011 7.032 4.855
H -4.151 6.703 6.029
H -5.181 4.457 6.132
H -4.850 3.513 2.899
H -5.875 2.243 2.223
H -4.130 2.164 2.012
H -5.907 -0.006 3.178
H -6.388 -2.037 4.300
H -6.833 -1.730 5.982
H -5.287 -2.485 5.614
H -4.700 -0.431 7.251
H -3.221 1.134 8.240
H -4.093 2.655 8.050
H -2.522 2.456 7.284
H 0.258 4.482 6.014
H 0.401 6.229 6.169
H 1.852 5.251 5.947
H 2.711 6.110 3.905
H 3.685 6.838 1.864
H 2.521 7.712 0.870
H 3.019 6.095 0.389
H 0.321 6.131 0.367
H -1.997 5.748 0.469
H -2.783 5.933 2.039
H -2.371 4.329 1.458
H 0.733 0.175 7.968
H -0.035 -0.133 9.522
H -0.827 0.921 8.353
H -2.806 -0.629 8.817
H -4.979 -1.709 8.220
H -4.485 -3.173 9.058
H -4.982 -3.270 7.373
H -2.923 -4.187 6.464
H -1.050 -4.924 5.264
H 0.428 -4.752 6.217
H 0.160 -3.705 4.827
N 1.990 2.223 -0.295
N 1.297 1.878 0.902
H 1.320 2.476 -1.014
H 2.542 1.431 -0.607
H 0.872 2.759 1.214
H 2.018 1.679 1.602
C 1.108 5.474 -4.836
C 0.691 4.168 -4.239
C -0.299 4.132 -3.255
C -0.694 2.952 -2.657
C -1.866 2.987 -1.710
C -0.047 1.746 -3.039
C 0.873 1.749 -4.114
C 1.487 0.489 -4.650
C 1.229 2.967 -4.676
C -0.243 0.508 -2.279
O -0.066 -0.626 -2.654
O -0.547 0.690 -0.947
H 1.180 6.249 -4.074
H 0.361 5.806 -5.561
H 2.061 5.395 -5.355
H -0.792 5.056 -2.975
H -1.579 2.806 -0.674
H -2.603 2.231 -1.987
H -2.351 3.959 -1.762
H 2.137 0.020 -3.909
H 2.076 0.709 -5.538
H 0.717 -0.237 -4.900
H 1.950 2.976 -5.485
```

***

2.
This record from the OMol25 dataset describes a molecular structure, C77H62BaN7O2P3S5. The level of theory is the ωB97M-V functional and the def2-TZVPD basis.

HOMO in eV: -0.838
Relative energy (zero: lowest compared OMol25 entry of this formula, charge and spin) in kcal/mol: 110.8
Charge: -2

The geometry in XYZ format:
```
157
C77H62BaN7O2P3S5 the ωB97M-V functional and the def2-TZVPD basis
Ba 0.456 0.707 -0.074
S -3.071 0.607 -0.082
P -2.398 -0.908 -1.180
C -0.783 -1.479 -1.073
P -0.358 -2.797 -0.037
S 0.732 -2.500 1.591
C -1.741 -3.875 0.487
C -2.426 -3.463 1.632
C -3.489 -4.211 2.107
C -3.877 -5.369 1.446
C -3.198 -5.778 0.309
C -2.130 -5.032 -0.175
C 0.665 -3.894 -1.123
C 1.539 -4.821 -0.560
C 2.402 -5.554 -1.361
C 2.410 -5.360 -2.735
C 1.546 -4.436 -3.303
C 0.676 -3.709 -2.500
C -3.792 -2.124 -1.253
C -4.751 -2.157 -0.247
C -5.816 -3.043 -0.325
C -5.931 -3.901 -1.407
C -4.976 -3.874 -2.414
C -3.908 -2.995 -2.333
C -2.508 -0.313 -2.930
C -3.718 0.221 -3.375
C -3.827 0.772 -4.644
C -2.724 0.788 -5.488
C -1.522 0.248 -5.055
C -1.412 -0.293 -3.780
H -2.103 -2.560 2.143
H -4.018 -3.883 2.995
H -4.714 -5.952 1.816
H -3.500 -6.684 -0.206
H -1.597 -5.349 -1.064
H 1.552 -4.930 0.518
H 3.094 -6.258 -0.912
H 3.099 -5.918 -3.360
H 1.563 -4.270 -4.375
H -0.003 -2.977 -2.923
H -4.658 -1.463 0.579
H -6.564 -3.057 0.461
H -6.766 -4.591 -1.467
H -5.072 -4.536 -3.267
H -3.156 -2.967 -3.115
H -4.565 0.210 -2.698
H -4.771 1.191 -4.976
H -2.805 1.222 -6.480
H -0.663 0.249 -5.719
H -0.479 -0.713 -3.420
O -1.519 -0.442 3.613
C -0.582 0.123 3.071
O -0.480 0.504 1.852
C 0.698 0.486 3.863
P 1.558 1.557 2.641
C 0.559 3.086 2.891
C 0.703 3.854 4.050
C -0.101 4.959 4.282
C -1.083 5.309 3.367
C -1.229 4.561 2.207
C -0.407 3.469 1.964
C 3.065 2.102 3.570
C 3.577 1.472 4.703
C 4.779 1.881 5.267
C 5.503 2.919 4.700
C 5.018 3.543 3.556
C 3.820 3.133 3.000
H 1.269 -0.433 4.017
H 0.476 0.960 4.820
H 1.452 3.579 4.782
H 0.030 5.541 5.189
H -1.737 6.152 3.559
H -1.997 4.821 1.491
H -0.528 2.912 1.045
H 3.028 0.655 5.155
H 5.150 1.389 6.159
H 6.443 3.234 5.140
H 5.584 4.347 3.098
H 3.446 3.612 2.100
N 1.863 2.506 -0.246
S 2.925 2.668 -1.203
N 3.002 4.178 -1.979
S 1.780 5.098 -1.786
N 0.404 4.575 -1.338
S -0.565 3.413 -2.038
N -0.316 1.998 -1.892
C -2.141 4.114 -1.510
C -2.242 5.407 -1.011
C -3.494 5.932 -0.728
C -4.632 5.163 -0.938
C -4.519 3.876 -1.442
C -3.271 3.350 -1.740
C -0.620 3.865 -3.809
C -1.467 4.830 -4.337
C -1.580 4.956 -5.714
C -0.840 4.139 -6.555
C 0.021 3.190 -6.022
C 0.115 3.045 -4.649
C 2.141 6.312 -0.544
C 1.366 6.395 0.605
C 1.676 7.351 1.556
C 2.750 8.210 1.361
C 3.524 8.111 0.209
C 3.221 7.163 -0.750
C 1.679 6.072 -3.260
C 0.838 7.181 -3.256
C 0.693 7.928 -4.405
C 1.385 7.575 -5.559
C 2.237 6.478 -5.546
C 2.393 5.725 -4.398
C 3.126 1.718 -2.750
C 4.176 2.123 -3.569
C 4.308 1.582 -4.836
C 3.413 0.612 -5.271
C 2.387 0.192 -4.441
C 2.223 0.758 -3.184
C 4.571 2.557 -0.486
C 4.784 1.450 0.322
C 6.026 1.268 0.907
C 7.035 2.195 0.687
C 6.803 3.319 -0.094
C 5.561 3.507 -0.684
H -1.347 5.985 -0.842
H -3.578 6.938 -0.333
H -5.607 5.574 -0.708
H -5.402 3.270 -1.593
H -3.160 2.346 -2.129
H -2.041 5.471 -3.681
H -2.257 5.693 -6.130
H -0.943 4.233 -7.630
H 0.601 2.550 -6.675
H 0.740 2.284 -4.201
H 0.555 5.690 0.746
H 1.082 7.415 2.458
H 2.995 8.951 2.111
H 4.365 8.777 0.062
H 3.809 7.061 -1.654
H 0.304 7.428 -2.345
H 0.031 8.785 -4.409
H 1.255 8.149 -6.466
H 2.772 6.199 -6.445
H 3.036 4.854 -4.357
H 4.876 2.867 -3.215
H 5.111 1.913 -5.483
H 3.520 0.183 -6.259
H 1.700 -0.581 -4.762
H 1.404 0.462 -2.552
H 3.970 0.753 0.488
H 6.203 0.398 1.524
H 8.011 2.040 1.132
H 7.594 4.043 -0.249
H 5.349 4.382 -1.286
N 6.398 -2.871 -0.967
C 5.322 -2.473 -1.175
N 4.143 -2.083 -1.536
C 3.238 -1.353 -1.017
N 2.365 -0.660 -0.657
```